[1]
{
  "formula": "C39H59BN6O6PdS2Se",
  "method": "wB97M-V/def2-TZVPD",
  "species": ["Pd", "O", "N", "O", "O", "C", "C", "C", "C", "N", "C", "S", "N", "C", "C", "C", "C", "H", "H", "H", "H", "H", "H", "H", "H", "H", "H", "H", "H", "H", "H", "H", "H", "H", "H", "H", "H", "C", "C", "C", "C", "N", "C", "Se", "N", "C", "C", "C", "C", "C", "C", "C", "C", "C", "C", "H", "H", "H", "H", "H", "H", "H", "H", "H", "H", "H", "H", "H", "H", "H", "H", "H", "H", "H", "H", "H", "H", "O", "N", "C", "C", "C", "C", "C", "H", "H", "H", "H", "H", "S", "C", "C", "C", "C", "C", "C", "C", "C", "O", "B", "O", "C", "C", "H", "H", "H", "H", "H", "H", "H", "H", "H", "H", "H", "H"],
  "xyz": [[-0.1634, 0.8140, -1.2229], [-2.6457, 1.3131, -0.6749], [-2.7017, 2.2567, -1.5067], [-3.7871, 2.5658, -2.0520], [-1.6422, 2.8611, -1.7938], [-1.5967, -4.6183, -0.1233], [-2.8629, -5.1884, -0.7645], [-3.8755, -4.1000, -1.1471], [-3.6568, -3.4633, -2.5344], [-2.7807, -2.2996, -2.5806], [-3.0157, -1.0092, -2.8907], [-1.6789, -0.0602, -3.4050], [-4.2138, -0.4028, -2.8316], [-5.5900, -0.8820, -2.9493], [-6.2677, -1.4002, -1.6747], [-6.7559, -0.3008, -0.7220], [-5.6517, 0.2635, 0.1728], [-0.8207, -5.3789, -0.0148], [-1.8167, -4.2181, 0.8678], [-1.1829, -3.7981, -0.7134], [-3.3360, -5.8824, -0.0649], [-2.6084, -5.7713, -1.6580], [-3.8507, -3.3179, -0.3841], [-4.8805, -4.5317, -1.1495], [-4.6180, -3.1960, -2.9532], [-3.2324, -4.2222, -3.1980], [-1.7846, -2.4749, -2.5378], [-4.1167, 0.6055, -2.8983], [-5.6529, -1.6324, -3.7376], [-6.1606, -0.0210, -3.3008], [-5.5857, -2.0515, -1.1319], [-7.1223, -2.0089, -1.9913], [-7.5513, -0.7133, -0.0935], [-7.2055, 0.5098, -1.3073], [-5.2331, -0.5249, 0.8062], [-6.0443, 1.0454, 0.8274], [-4.8333, 0.6911, -0.4064], [1.0774, 7.4951, 1.5176], [-0.3521, 7.7566, 1.0229], [-0.7765, 6.8823, -0.1642], [-1.1316, 5.4288, 0.1467], [-0.0646, 4.6652, 0.7913], [0.9978, 4.1118, 0.1639], [1.4699, 4.3890, -1.6034], [1.7229, 3.4488, 1.0934], [2.9543, 2.7045, 0.8641], [4.1535, 3.3460, 1.5646], [4.5223, 4.7268, 1.0159], [5.2501, 4.6575, -0.3262], [1.0816, 3.5229, 2.3185], [1.3880, 2.9807, 3.5542], [0.5401, 3.2861, 4.6046], [-0.5762, 4.1057, 4.4232], [-0.8898, 4.6302, 3.1813], [-0.0458, 4.3111, 2.1316], [1.4185, 8.3036, 2.1694], [1.7657, 7.4316, 0.6690], [1.1523, 6.5665, 2.0849], [-0.4167, 8.7987, 0.7002], [-1.0609, 7.6331, 1.8501], [0.0153, 6.8923, -0.9157], [-1.6691, 7.3107, -0.6284], [-1.3742, 4.9241, -0.7862], [-1.9997, 5.3808, 0.8019], [3.1138, 2.6590, -0.2070], [2.7869, 1.6871, 1.2141], [5.0086, 2.6718, 1.4552], [3.9382, 3.4296, 2.6320], [5.1565, 5.2355, 1.7473], [3.6142, 5.3290, 0.9061], [6.1637, 4.0599, -0.2408], [5.5289, 5.6572, -0.6702], [4.6130, 4.2119, -1.0938], [2.2397, 2.3285, 3.6897], [0.7481, 2.8772, 5.5846], [-1.2154, 4.3306, 5.2676], [-1.7597, 5.2582, 3.0438], [0.3610, 1.1991, 0.9484], [0.1036, 0.0423, 1.6582], [-1.1866, -0.4633, 1.7097], [-1.4277, -1.6919, 2.2417], [-0.3683, -2.4979, 2.7474], [0.9414, -1.9532, 2.6710], [1.1563, -0.7183, 2.1424], [-1.9503, 0.1932, 1.3205], [-2.4535, -2.0437, 2.2628], [-0.5479, -3.4832, 3.1558], [1.7973, -2.5156, 3.0281], [2.1334, -0.2764, 2.0191], [1.7256, 1.6839, -2.3747], [5.7408, -5.1761, -1.5495], [4.5307, -5.6974, -0.7573], [4.8148, -5.5681, 0.7490], [4.3491, -7.1817, -1.0758], [3.2943, -4.8679, -1.1200], [2.1999, -5.4193, -1.7791], [1.0557, -4.6722, -2.0890], [1.0469, -3.3518, -1.7216], [0.0569, -2.4104, -1.8443], [0.5463, -1.2007, -1.2608], [1.8631, -1.4745, -0.8157], [2.1373, -2.7803, -1.0844], [3.2620, -3.5055, -0.7766], [6.6477, -5.7294, -1.2794], [5.9135, -4.1163, -1.3507], [5.5693, -5.2947, -2.6228], [5.6327, -6.2365, 1.0395], [3.9270, -5.8345, 1.3277], [5.1005, -4.5502, 1.0204], [5.2522, -7.7238, -0.7827], [4.1915, -7.3487, -2.1448], [3.5050, -7.6055, -0.5252], [2.2136, -6.4651, -2.0622], [0.2092, -5.1306, -2.5860], [4.0894, -3.0174, -0.2731]],
  "atomic_forces_ev_per_a": [[-0.002, -0.299, 0.040], [-0.087, 0.302, -0.337], [-0.112, 0.140, -0.037], [0.619, -0.281, 0.388], [-0.374, -0.125, 0.121], [-0.132, -0.038, -0.061], [0.107, 0.184, 0.035], [0.132, -0.066, -0.069], [-0.052, 0.117, 0.304], [-0.138, 0.089, -0.150], [0.148, -0.044, 0.153], [0.046, 0.163, -0.027], [-0.183, 0.110, -0.127], [0.121, -0.130, 0.247], [-0.043, 0.230, 0.000], [0.160, -0.017, 0.069], [-0.071, -0.016, -0.110], [-0.038, 0.029, 0.027], [0.022, 0.027, -0.038], [-0.143, -0.160, 0.184], [0.005, -0.039, -0.029], [-0.035, -0.015, 0.021], [-0.107, 0.045, -0.012], [-0.012, 0.024, 0.025], [-0.082, 0.064, -0.061], [0.002, 0.014, -0.067], [0.069, -0.087, -0.071], [0.061, -0.023, -0.022], [0.039, -0.040, -0.061], [0.016, -0.008, -0.075], [0.030, -0.151, 0.021], [0.044, -0.003, 0.001], [-0.021, 0.012, -0.030], [-0.024, -0.051, 0.019], [-0.005, 0.026, -0.024], [0.021, -0.029, -0.013], [-0.031, -0.010, 0.070], [-0.102, 0.037, -0.037], [0.133, -0.162, -0.061], [0.049, -0.022, 0.284], [0.225, 0.212, -0.222], [-0.367, -0.131, -0.121], [0.271, 0.233, 0.375], [-0.017, 0.012, -0.005], [0.159, 0.051, -0.110], [0.139, 0.025, 0.212], [-0.169, 0.211, -0.078], [0.083, -0.106, -0.087], [-0.061, 0.023, 0.043], [0.116, 0.006, -0.183], [0.047, -0.073, 0.070], [0.057, -0.025, 0.019], [-0.052, 0.012, 0.055], [-0.108, 0.039, 0.047], [0.016, 0.078, -0.132], [-0.022, -0.038, -0.025], [-0.019, -0.004, 0.059], [0.037, 0.039, -0.039], [-0.045, 0.022, 0.056], [0.010, 0.057, -0.028], [-0.012, 0.015, -0.058], [0.028, 0.008, -0.035], [-0.075, -0.180, 0.012], [-0.016, -0.082, 0.034], [-0.048, 0.001, -0.137], [-0.103, -0.005, -0.043], [-0.037, -0.030, 0.042], [0.048, -0.046, 0.020], [-0.023, 0.034, -0.014], [0.032, 0.005, 0.040], [-0.058, 0.043, -0.017], [-0.016, -0.075, -0.004], [0.050, 0.020, 0.029], [-0.031, -0.008, 0.004], [-0.028, -0.009, 0.000], [0.011, -0.022, -0.007], [0.003, -0.023, -0.012], [-0.180, -0.651, -0.034], [-0.087, 0.117, -0.224], [0.121, 0.127, 0.074], [0.120, -0.017, 0.033], [0.068, 0.030, -0.050], [-0.201, -0.032, 0.069], [-0.037, 0.172, -0.132], [0.036, 0.009, -0.084], [0.031, 0.040, 0.021], [0.014, 0.053, -0.026], [-0.028, 0.044, -0.017], [-0.017, -0.016, -0.010], [-0.407, -0.285, 0.147], [-0.013, -0.040, 0.012], [0.033, 0.102, 0.002], [-0.007, -0.030, -0.025], [0.021, -0.003, -0.012], [0.034, 0.038, 0.004], [-0.069, -0.073, -0.040], [0.047, -0.056, -0.086], [-0.009, 0.081, 0.012], [0.205, -0.036, -0.083], [0.297, 0.146, 0.066], [0.125, -0.036, 0.016], [-0.109, 0.102, 0.064], [0.098, 0.019, 0.021], [-0.077, 0.041, -0.014], [0.003, -0.050, -0.014], [0.029, 0.024, 0.049], [-0.043, 0.065, -0.028], [0.050, 0.002, -0.005], [-0.037, -0.036, -0.009], [-0.040, 0.001, -0.017], [-0.001, -0.006, 0.076], [0.038, 0.004, -0.050], [-0.034, 0.099, 0.039], [0.019, 0.026, 0.015], [-0.055, -0.060, -0.010]],
  "mulliken_spin": [1.20, 0.03, -0.01, 0.00, 0.02, 0.02, 0.00, 0.00, 0.01, 0.02, 0.06, 0.07, 0.00, 0.00, 0.00, 0.00, 0.00, -0.01, -0.01, 0.01, 0.00, 0.00, 0.01, 0.00, 0.01, 0.00, -0.02, -0.01, 0.00, 0.00, 0.00, 0.00, 0.00, 0.00, 0.00, 0.00, 0.00, 0.01, -0.01, 0.00, 0.00, -0.03, 0.01, 0.35, 0.05, 0.02, 0.01, -0.01, 0.00, -0.03, 0.01, 0.00, 0.00, 0.00, 0.02, 0.00, 0.00, 0.00, 0.00, 0.00, 0.01, 0.00, 0.00, 0.00, -0.02, -0.02, 0.00, 0.00, 0.00, 0.01, 0.00, 0.00, 0.00, 0.01, 0.00, 0.00, 0.00, 0.09, 0.30, 0.18, -0.03, 0.45, -0.08, 0.17, 0.00, 0.00, 0.03, 0.00, 0.05, 1.71, 0.00, 0.00, 0.00, 0.00, 0.01, 0.00, 0.01, 0.00, -0.12, 0.33, 0.07, 0.01, 0.01, 0.00, 0.00, 0.00, 0.00, 0.00, 0.00, 0.00, 0.00, 0.00, 0.00, 0.00, 0.00],
  "homo_energy_ev": [-1.729, -4.801],
  "charge": -1,
  "lumo_ev": [2.39, 1.07],
  "de_lowest_kj_mol": 43.55,
  "spin_multiplicity": 6,
  "orbital_gap_ev": [4.12, 5.87]
}

=====

[2]
{
  "formula": "C24H30BrLaN2O5S5",
  "method": "wB97M-V/def2-TZVPD",
  "species": ["La", "C", "C", "S", "C", "C", "S", "C", "C", "S", "C", "C", "S", "H", "H", "H", "H", "H", "H", "H", "H", "H", "H", "H", "H", "H", "H", "H", "H", "N", "C", "C", "C", "O", "O", "H", "H", "H", "H", "H", "H", "O", "C", "N", "S", "O", "O", "C", "C", "C", "C", "C", "C", "H", "H", "H", "H", "Br", "C", "C", "C", "C", "C", "C", "H", "H", "H", "H"],
  "xyz": [[1.2276, -0.4307, -0.9045], [-1.0617, 3.2425, -1.7079], [-0.8612, 3.8679, -0.3295], [0.6513, 3.2648, 0.4810], [0.1635, 3.2152, 2.2301], [0.1067, 1.7709, 2.6978], [-1.0333, 0.8399, 1.6409], [-2.3145, 0.4622, 2.8640], [-3.4301, -0.3901, 2.2662], [-3.8093, -0.1625, 0.4995], [-3.8675, 1.6329, 0.2492], [-3.4825, 1.9441, -1.1962], [-1.7718, 1.5733, -1.7132], [-0.1097, 3.1506, -2.2365], [-1.7099, 3.8791, -2.3116], [-1.7060, 3.6565, 0.3276], [-0.7731, 4.9492, -0.4390], [-0.8009, 3.7136, 2.3360], [0.9035, 3.7803, 2.8001], [-0.2055, 1.6762, 3.7375], [1.0863, 1.3026, 2.6119], [-2.7100, 1.4128, 3.2253], [-1.8493, -0.0679, 3.6951], [-4.3410, -0.2562, 2.8469], [-3.1564, -1.4455, 2.3124], [-3.1818, 2.1082, 0.9467], [-4.8811, 1.9899, 0.4357], [-3.6377, 3.0063, -1.3977], [-4.1283, 1.3878, -1.8775], [-1.0281, -1.9828, -0.3242], [-1.4372, -3.0308, -1.2925], [-0.2070, -3.7125, -1.8929], [0.7936, -2.6246, -2.1690], [1.9427, -2.6696, -1.6531], [0.3781, -1.5640, -2.7390], [-0.8150, -2.4019, 0.5778], [-1.8234, -1.3698, -0.1641], [-1.9919, -2.5438, -2.0903], [-2.0902, -3.7758, -0.8356], [-0.4715, -4.2313, -2.8167], [0.2415, -4.4244, -1.2048], [3.4677, -1.0910, 0.2501], [2.8230, -1.5778, 1.1869], [1.5552, -1.1775, 1.4602], [0.9636, -1.9397, 2.7867], [-0.1300, -2.8183, 2.4385], [0.7390, -1.0191, 3.8668], [2.4125, -2.9075, 3.0942], [2.6581, -3.8268, 4.0953], [3.8906, -4.4703, 4.0704], [4.8311, -4.1918, 3.0783], [4.5658, -3.2571, 2.0857], [3.3404, -2.6208, 2.1165], [1.9240, -4.0373, 4.8635], [4.1241, -5.1980, 4.8382], [5.7787, -4.7147, 3.0839], [5.2812, -3.0216, 1.3081], [4.3660, 5.3690, -3.8862], [3.5769, 3.8220, -3.1130], [2.6670, 3.0845, -3.8474], [2.0980, 1.9555, -3.2563], [2.3830, 1.5415, -1.9477], [3.3283, 2.3259, -1.2698], [3.9285, 3.4499, -1.8239], [2.4132, 3.3774, -4.8597], [1.3953, 1.3854, -3.8653], [3.6136, 2.0707, -0.2491], [4.6507, 4.0350, -1.2654]],
  "atomic_forces_ev_per_a": [[-0.035, 1.524, 0.782], [0.012, -0.049, 0.122], [0.036, 0.004, 0.002], [0.068, -0.056, -0.105], [0.048, 0.035, -0.008], [-0.009, 0.013, -0.043], [0.053, -0.082, 0.203], [0.006, 0.000, -0.142], [-0.035, -0.003, -0.071], [0.015, 0.037, 0.045], [-0.017, -0.050, -0.017], [0.038, -0.044, 0.042], [0.124, 0.080, -0.159], [-0.022, 0.033, 0.016], [0.004, 0.018, -0.016], [0.008, 0.000, -0.057], [-0.038, 0.020, -0.005], [0.016, -0.012, 0.041], [-0.038, -0.011, 0.000], [0.004, 0.010, 0.007], [0.031, 0.002, 0.051], [-0.036, -0.008, 0.041], [-0.077, -0.010, 0.044], [-0.017, -0.031, 0.048], [0.006, -0.001, 0.014], [-0.021, 0.004, -0.022], [-0.010, 0.045, -0.016], [-0.043, -0.047, -0.007], [-0.016, 0.020, 0.019], [-0.183, -0.398, -0.132], [0.080, 0.149, 0.082], [-0.079, -0.046, -0.077], [0.076, -0.742, -0.550], [-0.368, -0.065, -0.056], [-0.159, -0.553, -0.772], [0.014, -0.054, 0.078], [0.039, 0.098, 0.017], [-0.021, 0.073, -0.035], [-0.052, -0.039, 0.028], [-0.010, 0.003, 0.035], [0.017, -0.068, 0.034], [-0.217, 0.007, -0.083], [0.212, 0.105, 0.373], [0.302, -0.489, 0.865], [0.092, -0.113, -0.123], [-0.031, 0.135, -0.030], [-0.045, 0.059, -0.017], [0.023, -0.081, 0.059], [-0.043, 0.015, -0.012], [0.017, 0.021, 0.009], [-0.039, -0.019, 0.012], [0.091, -0.026, 0.019], [-0.037, 0.093, -0.041], [0.043, 0.001, -0.051], [-0.001, 0.023, -0.046], [-0.014, 0.014, 0.009], [-0.019, -0.020, 0.030], [0.014, 0.028, -0.008], [0.000, -0.036, 0.040], [-0.015, -0.059, 0.006], [-0.024, 0.071, -0.057], [0.244, 0.428, -0.352], [0.041, 0.052, -0.033], [0.007, 0.009, -0.011], [0.020, -0.006, 0.052], [0.005, 0.025, 0.007], [0.006, -0.001, -0.032], [-0.044, -0.034, -0.046]],
  "lowdin_charge": [2.03, -0.53, -0.51, 0.89, -0.52, -0.52, 0.80, -0.49, -0.50, 0.87, -0.54, -0.52, 0.82, 0.05, 0.08, 0.05, 0.08, 0.08, 0.08, 0.09, 0.06, 0.08, 0.08, 0.07, 0.07, 0.03, 0.08, 0.08, 0.07, -0.05, -0.22, -0.09, -0.73, -0.09, -0.19, 0.04, -0.03, 0.12, 0.12, 0.13, 0.12, -0.05, -0.55, -0.23, 0.64, -0.31, -0.29, -0.21, -0.02, -0.06, -0.05, 0.01, -0.13, 0.12, 0.11, 0.11, 0.13, 0.70, -0.71, -0.15, -0.18, -0.36, -0.21, -0.15, 0.09, 0.09, 0.08, 0.10],
  "homo_energy_ev": -7.982,
  "lumo_ev": 0.08,
  "de_lowest_kj_mol": 29.95,
  "orbital_gap_ev": 8.07
}